Record 1
The following is a DFT calculation (wB97M-V/def2-TZVPD) of a cluster of 2 separate species, C5H10O2 in total in a non-equilibrium geometry.

Cartesian coordinates (Å):
C1 2.1418 0.1414 -1.1003
C2 1.2949 -0.2060 -0.1001
O1 1.3229 -1.5144 0.2994
C3 0.3259 0.6317 0.6166
C4 -0.6660 -0.0749 1.2552
C5 -2.1098 0.3828 1.3949
H1 2.9445 -0.5480 -1.3673
H2 2.0348 1.0261 -1.6972
H3 1.8224 -1.9848 -0.3742
H4 0.3036 1.7080 0.6941
H5 -0.4478 -1.0583 1.6599
H6 -2.1322 1.3981 0.8940
H7 -2.2710 0.5648 2.4549
H8 -2.8655 -0.2499 0.9453
O2 -0.6297 -0.4218 -2.0499
H9 -0.8886 -0.1594 -1.1609
H10 -0.1803 0.3646 -2.3643

Results
- Orbital gap: 8.7 eV
- 2S+1: 1
- SMILES string: C=C(O)/C=C/C.O
- E_LUMO: 0.0176 hartree

Record 2
The following is a DFT calculation (wB97M-V/def2-TZVPD) of an isolated molecule of C7H10OS2 in a non-equilibrium geometry.

Cartesian coordinates (Å):
C1 0.1852 0.1149 -1.7828
C2 -0.1602 1.0469 -0.6185
C3 0.4847 2.4457 -0.9393
C4 0.2223 0.5831 0.7519
C5 1.2534 -0.4608 0.9415
O1 2.4152 -0.7014 0.6703
C6 -0.0982 -0.8050 1.1252
C7 -0.8928 -1.7526 1.4703
S1 -0.3187 -3.2780 2.0064
S2 -2.5767 -1.4402 1.8599
H1 1.2229 0.2837 -2.1945
H2 -0.5879 0.2302 -2.7184
H3 -0.0089 -0.8714 -1.4692
H4 -1.2463 1.2145 -0.6322
H5 0.2199 3.2960 -0.1745
H6 1.5496 1.9986 -0.9141
H7 0.1771 2.6700 -1.9637
H8 0.1185 1.3699 1.4294
H9 0.9794 -3.2128 1.5047
H10 -2.9387 -2.7315 1.6475

Results
- Orbital gap: 8.7 eV
- 2S+1: 1
- SMILES string: CC(C)[C@@H]1C(=O)C1=C(S)S
- E_LUMO: -0.0123 hartree

Record 3
The following is a DFT calculation (wB97M-V/def2-TZVPD) of a structure of composition C2H2O6Si in a non-equilibrium geometry.

Cartesian coordinates (Å):
C1 1.7255 1.6001 0.1220
C2 -1.8928 1.3763 0.5868
O1 2.6403 1.4267 0.9531
O2 -2.5760 1.2113 -0.4826
O3 1.7802 2.3059 -0.9189
O4 -2.2797 1.8766 1.6393
O5 -0.2997 0.0855 -1.3969
O6 0.2523 -1.4406 0.8232
Si1 0.0429 0.6805 0.1533
H1 -1.2279 0.1818 -1.4148
H2 0.7171 -1.5751 1.6500

Results
- Charge: -2
- Orbital gap: 7.2 eV
- 2S+1: 1
- E_LUMO: 0.2474 hartree

Record 4
The following is a DFT calculation (wB97M-V/def2-TZVPD) of a cluster of 13 separate species, C23H72O17 in total in a non-equilibrium geometry.

Cartesian coordinates (Å):
C1 19.7859 0.8941 15.0266
C2 18.9991 0.3598 16.1824
O1 17.7609 1.0839 16.2498
H1 20.8480 0.4450 15.0720
H2 19.8233 1.9979 15.0812
H3 19.2855 0.6299 14.0745
H4 19.5640 0.5167 17.0788
H5 18.7853 -0.7205 16.1861
H6 17.2200 0.5253 16.8753
C3 16.1626 -1.3143 13.0330
C4 15.0580 -2.1619 13.5396
O2 15.5841 -3.1278 14.4909
H7 16.5826 -0.7588 13.8216
H8 15.8172 -0.6071 12.3118
H9 16.9293 -1.8684 12.4458
H10 14.5656 -2.7288 12.7799
H11 14.3843 -1.4826 14.1182
H12 16.1330 -2.6304 15.0890
C5 9.0253 3.4595 13.6169
C6 10.2186 2.6358 13.0525
O3 10.7945 1.8569 14.0819
H13 8.2542 2.8144 14.0377
H14 8.6175 4.0483 12.7758
H15 9.3297 4.1735 14.3713
H16 10.9432 3.4177 12.6504
H17 10.0111 1.9523 12.2111
H18 11.2386 1.0933 13.7048
C7 16.5285 -2.6018 18.0338
C8 16.1686 -1.3777 18.8750
O4 15.9314 -0.2927 17.9606
H19 16.9152 -3.3552 18.7288
H20 17.2996 -2.2586 17.2758
H21 15.6764 -2.9928 17.5213
H22 16.8736 -1.1533 19.5863
H23 15.2044 -1.5632 19.4016
H24 15.3812 0.3285 18.4585
C9 19.1939 3.8624 18.1741
C10 18.0060 3.2767 18.9222
O5 16.8632 3.1920 18.0905
H25 19.4188 3.4202 17.2238
H26 20.1055 4.0039 18.7731
H27 18.8042 4.8628 17.8994
H28 17.6297 4.0283 19.6972
H29 18.2386 2.4321 19.5265
H30 17.1817 2.5388 17.4544
C11 12.0037 -5.3528 14.1886
C12 11.8735 -4.2357 15.1903
O6 13.0276 -4.0166 16.0445
H31 11.0198 -5.5649 13.7224
H32 12.2301 -6.3390 14.6304
H33 12.8641 -5.2243 13.5269
H34 10.9066 -4.3179 15.7959
H35 11.7349 -3.3288 14.6255
H36 13.7606 -3.9299 15.4066
C13 13.9249 2.5009 19.3364
C14 12.7013 2.5283 20.2464
O7 11.7440 3.4990 19.9247
O8 14.8646 1.5392 19.6942
H37 14.4110 3.4279 19.1970
H38 13.5053 2.2655 18.3793
H39 13.1341 2.6366 21.2671
H40 12.2863 1.5483 20.1861
H41 11.2324 3.3560 19.1156
H42 15.0963 1.5578 20.6157
C15 13.5225 0.8876 15.9735
C16 12.7019 -0.4259 16.0041
O9 12.1209 -0.7530 14.6682
O10 12.7739 2.0326 16.2913
H43 13.9411 1.0693 14.9933
H44 14.3523 0.7189 16.6916
H45 11.9430 -0.3492 16.8318
H46 13.4092 -1.2729 16.2409
H47 11.1706 -0.8796 14.8579
H48 12.4537 2.2950 15.4346
C17 15.8989 3.3039 14.5074
C18 14.8128 3.9821 13.6725
O11 13.9527 2.9894 13.0955
O12 16.5744 2.3502 13.6916
H49 15.3324 2.6848 15.1918
H50 16.5294 4.0366 15.0538
H51 15.2067 4.6104 12.8907
H52 14.1176 4.5862 14.2864
H53 14.5828 2.2502 12.9700
H54 17.0018 1.7111 14.2693
C19 8.8713 1.1746 16.8742
C20 9.6936 1.6117 18.0805
O13 10.4963 2.7399 17.7237
O14 8.0534 0.0489 17.0892
H55 9.6041 0.9067 16.0610
H56 8.3123 2.0703 16.6297
H57 10.2798 0.8358 18.5116
H58 9.0212 1.8821 18.8952
H59 11.2193 2.3723 17.1103
H60 7.5075 0.1991 17.9103
C21 8.6358 -1.6257 14.4144
O15 9.6832 -1.3888 15.3463
H61 7.9109 -2.2220 14.9001
H62 8.2623 -0.6979 14.0180
H63 9.0010 -2.1117 13.5242
H64 9.4923 -1.0132 16.2110
C22 10.2674 -2.8984 19.0170
O16 11.2795 -2.1843 18.2894
H65 10.3352 -2.8546 20.1055
H66 9.4122 -2.3706 18.6750
H67 10.0869 -3.9294 18.6349
H68 11.8868 -2.8687 17.9507
C23 12.6330 -0.7051 11.0214
O17 11.9168 -0.3675 12.1758
H69 13.5811 -1.2064 11.1957
H70 12.0791 -1.4226 10.3525
H71 12.7123 0.2463 10.5168
H72 12.3800 -0.6159 13.0041

Results
- Orbital gap: 10.0 eV
- 2S+1: 1
- E_LUMO: 0.0190 hartree

Record 5
The following is a DFT calculation (wB97M-V/def2-TZVPD) of a structure of composition C16H37F3N8O8S2Si2V in a non-equilibrium geometry.

Cartesian coordinates (Å):
V1 -0.5693 0.4746 0.2602
C1 -0.5895 1.0953 4.7482
N1 0.7082 1.2262 4.1113
C2 1.8607 1.2417 4.9985
C3 0.8148 0.8754 2.7946
N2 0.0036 0.0871 2.1818
N3 1.9091 1.4385 2.1353
C4 2.0268 1.5390 0.7401
N4 3.0533 2.3468 0.3182
N5 1.3416 0.8101 -0.0442
H1 -0.6345 1.7960 5.5816
H2 -0.7745 0.0838 5.1312
H3 -1.3647 1.3674 4.0336
H4 1.8899 2.1678 5.5760
H5 2.7821 1.1445 4.4293
H6 1.8107 0.4009 5.6981
H7 -0.7293 -0.2833 2.7739
H8 2.2962 2.2290 2.6224
H9 3.0510 3.2581 0.7568
H10 3.0364 2.4351 -0.6928
H11 1.5884 0.9555 -1.0259
F1 1.2111 4.5259 1.5865
C5 -0.1266 4.7600 1.3021
F2 -0.1889 6.0405 0.9346
F3 -0.7418 4.6695 2.5023
S1 -0.7416 3.4292 0.0539
O1 -2.0495 3.9606 -0.1845
O2 -0.5272 2.3560 1.1078
O3 0.3486 3.5860 -0.8832
C6 -1.5216 1.5444 -5.7789
N6 -0.4711 1.0730 -4.9005
C7 0.7342 1.8303 -4.6160
C8 1.2473 1.1024 -3.3744
O4 2.2975 1.3825 -2.8040
N7 0.3614 0.1312 -3.0256
C9 -0.6654 0.2168 -3.8638
N8 -1.7657 -0.5408 -3.7625
H12 -1.0934 2.2528 -6.4821
H13 -2.3258 2.0395 -5.2250
H14 -1.9419 0.7175 -6.3530
H15 0.5178 2.8707 -4.3595
H16 1.4544 1.7904 -5.4335
H17 -2.0713 -0.6817 -2.7907
H18 -2.5320 -0.2677 -4.3567
C10 1.1613 -3.3565 -1.9967
Si1 1.4256 -2.3891 -0.3987
C11 2.0356 -3.6423 0.8841
C12 3.0178 -1.4322 -0.7299
C13 -0.1811 -1.5716 0.0579
Si2 -1.4935 -2.6026 0.9104
C14 -0.8124 -3.7699 2.2506
C15 -2.8597 -1.7631 1.9122
C16 -2.3094 -3.7338 -0.3540
H19 2.0928 -3.8147 -2.3527
H20 0.8018 -2.6682 -2.7714
H21 0.4148 -4.1506 -1.8804
H22 3.0379 -3.9897 0.6082
H23 1.3833 -4.5158 0.9532
H24 2.0984 -3.1924 1.8832
H25 3.8109 -2.1472 -0.9748
H26 3.3390 -0.8478 0.1384
H27 2.9108 -0.7423 -1.5738
H28 -0.6238 -1.3024 -0.9192
H29 -0.0318 -3.2938 2.8572
H30 -0.3939 -4.6879 1.8273
H31 -1.6314 -4.0604 2.9190
H32 -2.6012 -1.6967 2.9777
H33 -3.7915 -2.3316 1.8298
H34 -3.0636 -0.7609 1.5441
H35 -1.5658 -4.3693 -0.8459
H36 -2.8006 -3.1235 -1.1201
H37 -3.0638 -4.3844 0.1052
O5 -3.8175 1.6788 -1.4775
S2 -2.7207 1.0135 -0.8389
O6 -2.7088 1.0199 0.6457
O7 -1.3442 1.5784 -1.2631
O8 -2.6353 -0.4281 -1.2286

Results
- Charge: -1
- Orbital gap (alpha / beta): 7.4 / 7.5 eV
- 2S+1: 3
- E_LUMO (alpha / beta): 0.0834 / 0.0834 hartree

Record 6
The following is a DFT calculation (wB97M-V/def2-TZVPD) of a structure of composition C16H38CoS4Si2Te in a non-equilibrium geometry.

Cartesian coordinates (Å):
Co1 0.4626 -0.2937 -0.1452
C1 -2.5114 0.4626 0.1699
C2 -2.3258 -0.9625 0.7295
S1 -1.2337 -1.9610 -0.3366
C3 -0.1435 -2.9634 0.7207
C4 1.2889 -3.0046 0.1928
S2 2.4295 -1.5771 0.2712
C5 2.6523 -1.3108 2.0650
C6 2.1317 0.0450 2.5383
S3 0.3468 -0.0117 2.2366
C7 -0.3752 1.6371 2.4270
C8 -0.5880 2.4134 1.1382
S4 -1.0275 1.4258 -0.3256
H1 -3.0719 1.0550 0.8961
H2 -3.1250 0.4278 -0.7300
H3 -3.3127 -1.4259 0.7429
H4 -1.9438 -0.9779 1.7471
H5 -0.4239 -4.0186 0.7084
H6 -0.2281 -2.6037 1.7458
H7 1.3021 -3.2550 -0.8701
H8 1.7451 -3.8448 0.7246
H9 3.7195 -1.3841 2.2713
H10 2.1599 -2.1264 2.5961
H11 2.6016 0.8767 2.0142
H12 2.3225 0.1425 3.6073
H13 0.2250 2.2134 3.1320
H14 -1.3307 1.4558 2.9206
H15 0.3172 2.9387 0.8295
H16 -1.3615 3.1677 1.2892
C9 3.1195 4.2125 -4.2590
Si1 3.0459 2.3883 -3.8404
C10 3.5266 1.2760 -5.2712
C11 4.0215 1.9676 -2.2825
C12 1.2028 2.0187 -3.4301
Te1 0.9793 -0.0048 -2.8757
C13 -0.1206 -0.8565 -4.4701
Si2 -1.9523 -0.3578 -4.7543
C14 -2.4748 -1.2050 -6.3389
C15 -2.0650 1.5136 -4.8652
C16 -2.9304 -0.9642 -3.2638
H17 4.1398 4.5128 -4.5025
H18 2.7897 4.8306 -3.4223
H19 2.4976 4.4544 -5.1220
H20 4.5760 1.4256 -5.5326
H21 2.9443 1.4881 -6.1694
H22 3.4170 0.2149 -5.0332
H23 4.9105 2.5972 -2.2197
H24 4.3595 0.9295 -2.2709
H25 3.4464 2.1452 -1.3690
H26 0.5269 2.2138 -4.2612
H27 0.8645 2.6154 -2.5799
H28 -0.0165 -1.9292 -4.2976
H29 0.5046 -0.6034 -5.3308
H30 -1.8907 -0.8573 -7.1921
H31 -3.5236 -1.0000 -6.5587
H32 -2.3607 -2.2881 -6.2762
H33 -1.5278 1.9181 -5.7244
H34 -1.7056 2.0188 -3.9657
H35 -3.1122 1.7999 -4.9849
H36 -2.8925 -2.0471 -3.1423
H37 -3.9795 -0.6800 -3.3658
H38 -2.5599 -0.5101 -2.3412

Results
- Charge: +2
- Orbital gap (alpha / beta): 5.8 / 8.2 eV
- 2S+1: 2
- E_LUMO (alpha / beta): -0.2921 / -0.2186 hartree